Molecular formula: C4H5NO
Method: DFT, the ωB97M-V functional and the def2-TZVPD basis

XYZ file:
```
11
C4H5NO (the ωB97M-V functional and the def2-TZVPD basis)
O -0.709 1.429 -0.729
N 2.521 1.013 0.406
C 1.524 0.453 0.602
C -0.914 0.331 0.093
C -0.463 -0.954 -0.444
C 0.281 -0.215 0.846
H 0.070 -0.998 -1.376
H -1.878 0.396 0.584
H -1.039 -1.836 -0.146
H 0.383 -1.305 0.915
H 0.224 1.686 -0.752
```

For the LUMO energy, the calculation gives 0.694 eV. As for the spin multiplicity: 1. The value obtained for the molecular weight is 83.09 g/mol. The value obtained for the HOMO energy is -9.6019 eV. As for the frontier orbital gap: 10.295 eV. Its maximum force is 0.0458 hartree/bohr.

***

Molecular formula: C4H5NO
Method: DFT, the ωB97M-V functional and the def2-TZVPD basis

XYZ file:
```
11
C4H5NO (the ωB97M-V functional and the def2-TZVPD basis)
O 1.166 0.494 1.198
N -2.640 -1.216 -0.789
C -0.569 -0.248 0.385
C 0.543 -0.697 0.992
C -1.708 -0.793 -0.244
C 0.020 1.133 0.545
H 0.997 -1.632 1.299
H -0.475 1.817 1.236
H 0.339 1.636 -0.370
H 1.522 -0.146 -2.139
H 0.807 -0.347 -2.112
```

For the LUMO energy, the calculation gives 0.698 eV. As for the spin multiplicity: 1. The value obtained for the molecular weight is 83.09 g/mol. The value obtained for the HOMO energy is -9.5850 eV. As for the frontier orbital gap: 10.283 eV. Its maximum force is 0.0205 hartree/bohr.

***

Molecular formula: C4H5NO
Method: DFT, the ωB97M-V functional and the def2-TZVPD basis

XYZ file:
```
11
C4H5NO (the ωB97M-V functional and the def2-TZVPD basis)
O -1.096 0.830 1.882
N -1.045 -0.415 -2.273
C -0.526 -0.712 -1.281
C 1.430 -0.361 0.023
C 0.184 -0.846 -0.037
C -0.919 1.067 0.707
H -0.242 -1.438 0.765
H 1.969 -0.071 -0.873
H 0.008 1.615 0.106
H 2.022 -0.399 0.928
H -1.712 0.964 -0.047
```

For the LUMO energy, the calculation gives -0.582 eV. As for the spin multiplicity: 1. The value obtained for the molecular weight is 83.09 g/mol. The value obtained for the HOMO energy is -9.8865 eV. As for the frontier orbital gap: 9.305 eV. Its maximum force is 0.0567 hartree/bohr.

***

Molecular formula: C4H5NO
Method: DFT, the ωB97M-V functional and the def2-TZVPD basis

XYZ file:
```
11
C4H5NO (the ωB97M-V functional and the def2-TZVPD basis)
O 1.509 -1.689 -0.016
N -3.140 0.284 -0.062
C 1.173 0.750 -0.022
C 0.629 -0.643 0.022
C -0.692 -0.892 0.000
C -1.960 0.215 -0.192
H 2.007 0.978 -0.782
H 0.426 1.588 -0.252
H 1.731 1.048 0.803
H -3.998 -0.152 -0.091
H 2.315 -1.485 0.592
```

For the LUMO energy (alpha / beta), the calculation gives 0.049 / 0.048 eV. As for the spin multiplicity: 1. The value obtained for the molecular weight is 83.09 g/mol. The value obtained for the HOMO energy (alpha / beta) is -8.3599 / -8.3584 eV. As for the frontier orbital gap (alpha / beta): 8.409 / 8.407 eV. Its maximum force is 0.0797 hartree/bohr.

***

Molecular formula: C4H5NO
Method: DFT, the ωB97M-V functional and the def2-TZVPD basis

XYZ file:
```
11
C4H5NO (the ωB97M-V functional and the def2-TZVPD basis)
O -0.102 1.106 -1.600
N -0.012 -0.199 -2.060
C -0.111 -1.043 -1.085
C -0.330 1.055 -0.185
C -0.111 -0.339 0.190
C 0.378 -0.456 1.450
H 0.195 -1.250 2.150
H -1.340 1.435 0.004
H 0.242 1.511 0.681
H 0.062 -2.094 -1.294
H 1.130 0.275 1.749
```

For the LUMO energy, the calculation gives 0.012 eV. As for the spin multiplicity: 1. The value obtained for the molecular weight is 83.09 g/mol. The value obtained for the HOMO energy is -8.7575 eV. As for the frontier orbital gap: 8.770 eV. Its maximum force is 0.0415 hartree/bohr.

***

Molecular formula: C4H5NO
Method: DFT, the ωB97M-V functional and the def2-TZVPD basis

XYZ file:
```
11
C4H5NO (the ωB97M-V functional and the def2-TZVPD basis)
O 2.266 -0.526 -0.675
N -0.411 -1.513 -0.059
C -0.119 1.757 0.098
C 1.184 1.435 0.462
C -1.589 -1.124 -0.326
C 1.704 0.319 -0.149
H -0.365 2.701 0.623
H -0.357 -2.534 -0.033
H 1.905 1.934 1.117
H -1.757 -0.045 -0.391
H -2.434 -1.805 -0.490
```

For the LUMO energy, the calculation gives 0.255 eV. As for the spin multiplicity: 1. The value obtained for the molecular weight is 83.09 g/mol. The value obtained for the HOMO energy is -8.3126 eV. As for the frontier orbital gap: 8.568 eV. Its maximum force is 0.0254 hartree/bohr.

***

Molecular formula: C4H5NO
Method: DFT, the ωB97M-V functional and the def2-TZVPD basis

XYZ file:
```
11
C4H5NO (the ωB97M-V functional and the def2-TZVPD basis)
O -1.836 0.129 -0.948
N 1.316 1.742 0.228
C 1.235 0.622 0.516
C 1.139 -0.772 0.870
C 0.501 -1.638 0.083
C -1.562 1.289 -0.759
H 1.590 -1.062 1.816
H -1.213 1.955 -1.570
H 0.031 -1.332 -0.848
H 0.426 -2.683 0.368
H -1.627 1.751 0.243
```

For the LUMO energy, the calculation gives 0.441 eV. As for the spin multiplicity: 1. The value obtained for the molecular weight is 83.09 g/mol. The value obtained for the HOMO energy is -10.1833 eV. As for the frontier orbital gap: 10.625 eV. Its maximum force is 0.0216 hartree/bohr.

***

Molecular formula: C4H5NO
Method: DFT, the ωB97M-V functional and the def2-TZVPD basis

XYZ file:
```
11
C4H5NO (the ωB97M-V functional and the def2-TZVPD basis)
O 0.771 -0.973 -0.223
N 1.804 0.981 0.025
C -1.614 -0.457 0.043
C -0.186 -0.046 0.087
C 0.441 1.140 0.242
C 1.926 -0.273 -0.241
H -2.227 0.343 0.467
H -1.806 -1.379 0.603
H 2.824 -0.827 -0.474
H -1.930 -0.612 -0.992
H -0.002 2.102 0.463
```

For the LUMO energy, the calculation gives 1.004 eV. As for the spin multiplicity: 1. The value obtained for the molecular weight is 83.09 g/mol. The value obtained for the HOMO energy is -9.1383 eV. As for the frontier orbital gap: 10.142 eV. Its maximum force is 0.0069 hartree/bohr.